[1]
DFT (ωB97M-V/def2-TZVPD) results for a structure of composition C6H21AlN5O5 at a distorted geometry.

The geometry in ORCA input format:
```
! wB97M-V def2-TZVPD RIJCOSX def2/J DEFGRID3
* xyz 1 1
Al -27.34 -2.89 -11.74
O -24.87 -3.00 -13.07
H -23.94 -3.19 -13.23
O -28.30 -2.92 -9.28
H -28.81 -2.91 -8.47
C -24.19 -1.39 -9.85
O -25.38 -1.71 -9.99
N -23.76 -0.42 -8.98
N -23.27 -1.79 -10.77
H -22.81 -0.57 -8.66
H -24.47 -0.17 -8.31
H -22.30 -1.57 -10.73
H -23.66 -2.34 -11.53
C -31.08 -3.38 -11.38
O -30.16 -3.18 -12.18
N -31.03 -2.95 -10.07
N -32.11 -4.27 -11.56
H -30.18 -2.50 -9.76
H -31.86 -3.09 -9.53
H -32.17 -4.63 -12.49
H -32.84 -4.36 -10.88
C -28.95 -4.90 -14.69
C -27.56 -4.30 -14.66
C -27.46 -2.86 -15.11
O -28.23 -2.24 -14.14
C -29.03 -1.10 -14.46
N -27.06 -4.32 -13.22
H -29.70 -4.12 -14.51
H -29.15 -5.83 -14.17
H -29.25 -5.14 -15.72
H -26.92 -4.82 -15.38
H -27.80 -2.75 -16.15
H -26.43 -2.50 -15.09
H -28.67 -0.45 -15.26
H -28.96 -0.43 -13.60
H -30.05 -1.40 -14.68
H -27.00 -5.34 -13.14
H -26.04 -4.14 -13.25
*
```

Calculated values
Molecular weight: 270.25 g/mol
LUMO level: -6.89 eV
Kohn-Sham gap: 5.34 eV
Largest force on an atom: 3.45 eV/Å
E: -1133.28497 a.u.

[2]
DFT (ωB97M-V/def2-TZVPD) results for a structure of composition C6H21BeBrN10O8 at a distorted geometry.

The geometry in ORCA input format:
```
! wB97M-V def2-TZVPD RIJCOSX def2/J DEFGRID3
* xyz 0 1
Be 2.62 -6.78 22.07
Br 3.04 -8.28 19.51
O 2.68 -4.18 25.77
C 1.86 -4.30 24.71
O 0.96 -3.49 24.48
O 2.24 -5.16 23.90
H 3.33 -4.69 25.28
C -0.74 -7.55 21.48
O 0.24 -6.88 21.88
N -1.90 -7.49 22.06
N -0.67 -8.32 20.44
H -2.57 -8.21 21.81
H -1.98 -6.92 22.89
H -1.49 -8.87 20.25
H 0.22 -8.34 19.97
C 5.27 -8.68 23.44
O 4.45 -7.82 23.35
N 5.69 -9.39 22.47
N 5.74 -9.10 24.59
H 5.26 -9.34 21.56
H 6.64 -9.74 22.50
H 6.09 -10.04 24.48
H 5.51 -8.65 25.47
C 1.64 -3.78 20.52
O 2.01 -4.89 20.74
N 1.40 -2.95 21.43
N 1.30 -3.28 19.36
H 1.59 -3.26 22.37
H 0.85 -2.14 21.16
H 1.00 -2.32 19.41
H 1.46 -3.74 18.48
C 1.17 -9.94 23.08
O 1.78 -8.86 22.94
N 0.41 -10.16 24.08
N 1.30 -10.93 22.21
H 0.06 -11.10 24.23
H 0.21 -9.47 24.80
H 0.54 -11.58 22.07
H 1.90 -10.74 21.43
C 5.82 -5.57 21.09
O 4.60 -5.58 21.42
N 6.61 -4.56 21.24
N 6.44 -6.57 20.55
H 7.55 -4.75 20.93
H 6.35 -3.66 21.63
H 7.35 -6.43 20.12
H 6.00 -7.48 20.52
*
```

Calculated values
Molecular weight: 450.21 g/mol
LUMO level: 0.23 eV
Kohn-Sham gap: 7.64 eV
Largest force on an atom: 6.67 eV/Å
E: -3979.61035 a.u.

[3]
DFT (ωB97M-V/def2-TZVPD) results for a cluster of 4 separate species, C6H21ClN7O3 in total at a distorted geometry.

The geometry in ORCA input format:
```
! wB97M-V def2-TZVPD RIJCOSX def2/J DEFGRID3
* xyz 1 1
C 4.61 1.84 2.67
C 3.83 3.17 2.53
C 2.57 2.92 1.71
N 1.51 2.46 2.69
Cl 0.15 1.72 1.95
H 3.91 1.01 2.72
H 5.27 1.86 3.52
H 5.21 1.72 1.78
H 3.56 3.55 3.51
H 4.43 3.89 1.99
H 2.74 2.12 1.01
H 2.20 3.82 1.23
H 1.17 3.30 3.17
H 1.94 1.86 3.39
C -1.86 -0.87 -1.82
O -2.75 -1.60 -2.21
N -0.83 -0.48 -2.62
N -1.84 -0.38 -0.53
H -0.09 0.13 -2.31
H -0.83 -0.81 -3.57
H -2.59 -0.66 0.07
H -1.13 0.23 -0.19
C 2.07 -1.47 2.00
O 2.50 -0.42 1.52
N 2.83 -2.58 2.16
N 0.77 -1.55 2.43
H 2.48 -3.44 2.55
H 3.78 -2.54 1.85
H 0.25 -0.71 2.27
H 0.35 -2.35 2.86
C -5.74 -1.45 -4.80
O -5.66 -0.23 -4.84
N -5.01 -2.21 -3.93
N -6.57 -2.15 -5.64
H -5.07 -3.21 -3.89
H -4.39 -1.73 -3.30
H -7.12 -1.62 -6.29
H -6.65 -3.14 -5.63
*
```

Calculated values
Molecular weight: 274.73 g/mol
LUMO level: -4.71 eV
Kohn-Sham gap: 5.97 eV
Largest force on an atom: 1.11 eV/Å
E: -1310.24140 a.u.

[4]
DFT (ωB97M-V/def2-TZVPD) results for a structure of composition C6H21ClN8O6V at a distorted geometry.

The geometry in ORCA input format:
```
! wB97M-V def2-TZVPD RIJCOSX def2/J DEFGRID3
* xyz 0 2
O 1.34 1.59 0.33
V -0.06 1.13 -0.38
C -1.75 -1.79 1.95
C -1.94 -0.24 2.19
O -1.09 0.60 1.48
H -2.34 -2.46 2.58
H -0.76 -1.94 2.37
H -1.65 -1.97 0.88
H -1.67 -0.11 3.24
H -3.00 -0.04 2.12
Cl -1.00 3.45 -0.77
C 1.59 1.37 -3.34
O 1.02 1.39 -2.24
N 1.58 2.36 -4.16
N 2.29 0.32 -3.81
H 1.13 3.21 -3.85
H 1.89 2.19 -5.10
H 2.06 -0.63 -3.53
H 2.99 0.46 -4.52
C 1.52 1.17 3.82
O 2.51 1.37 4.49
N 0.97 2.13 3.20
N 0.95 0.01 3.71
H 1.19 3.12 3.31
H 0.10 1.87 2.77
H 0.18 -0.09 3.08
H 1.23 -0.78 4.28
C -2.87 0.04 -1.77
O -1.71 0.26 -1.55
N -3.53 -1.10 -1.50
N -3.73 0.87 -2.21
H -4.49 -0.88 -1.30
H -2.96 -1.89 -1.23
H -4.71 0.63 -2.16
H -3.48 1.83 -2.43
C 1.94 -1.80 -0.13
O 1.06 -0.98 -0.38
N 2.17 -2.83 -0.88
N 2.63 -1.82 1.04
H 1.70 -2.91 -1.77
H 2.92 -3.49 -0.77
H 2.30 -1.19 1.75
H 3.43 -2.43 1.14
*
```

Calculated values
Molecular weight: 387.68 g/mol
LUMO level (spin up / spin down): -0.06 / -0.06 eV
Kohn-Sham gap (spin up / spin down): 8.00 / 8.06 eV
Largest force on an atom: 5.92 eV/Å
E: -2535.05510 a.u.

[5]
DFT (ωB97M-V/def2-TZVPD) results for a cluster of 4 separate species, C6H21NO3 in total at a distorted geometry.

The geometry in ORCA input format:
```
! wB97M-V def2-TZVPD RIJCOSX def2/J DEFGRID3
* xyz 0 1
C 2.29 0.77 1.61
C 0.89 1.09 2.16
N -0.16 0.25 1.72
C -0.57 0.23 0.31
C -1.31 1.41 -0.33
C -2.85 1.53 -0.16
C -0.68 1.76 -1.66
H 2.32 -0.22 1.19
H 3.16 0.83 2.32
H 2.60 1.40 0.83
H 0.85 1.00 3.25
H 0.65 2.16 2.36
H -0.17 -0.67 2.12
H 0.44 0.22 -0.27
H -1.10 -0.67 0.00
H -1.04 2.25 0.45
H -3.28 2.42 -0.54
H -3.23 0.69 -0.77
H -3.21 1.38 0.83
H 0.36 2.06 -1.41
H -1.05 2.73 -2.02
H -0.63 1.13 -2.50
O 2.54 -2.99 -0.25
H 1.74 -3.32 0.17
H 2.21 -2.58 -1.05
O -0.75 -3.51 0.47
H 0.02 -4.03 0.58
H -0.45 -2.59 0.44
O 0.29 -1.40 -3.02
H -0.34 -0.96 -3.60
H 0.44 -2.32 -3.23
*
```

Calculated values
SMILES string: CCNCC(C)C.O.O.O
Molecular weight: 155.24 g/mol
LUMO level: 0.34 eV
Kohn-Sham gap: 8.81 eV
Largest force on an atom: 4.88 eV/Å
E: -521.59075 a.u.

[6]
DFT (ωB97M-V/def2-TZVPD) results for a cluster of 5 separate species, C6H21NO4 in total at a distorted geometry.

The geometry in ORCA input format:
```
! wB97M-V def2-TZVPD RIJCOSX def2/J DEFGRID3
* xyz 0 1
C 1.50 1.21 2.32
C 2.04 0.79 1.18
C 1.45 -0.30 0.44
C 0.27 0.11 -0.50
N -1.05 -0.42 -0.14
C -1.70 -0.85 -1.38
C -1.88 0.18 -2.47
H 1.89 2.03 2.90
H 0.75 0.73 2.83
H 2.81 1.44 0.75
H 1.04 -1.16 0.90
H 2.24 -0.84 -0.14
H 0.51 -0.23 -1.53
H 0.24 1.20 -0.36
H -1.53 0.35 0.35
H -2.66 -1.31 -1.07
H -1.19 -1.69 -1.73
H -2.48 -0.18 -3.32
H -2.31 1.13 -2.15
H -0.93 0.38 -2.94
O 0.48 -3.02 1.55
H 0.05 -2.11 1.57
H -0.27 -3.60 1.43
O 1.14 -3.45 -1.04
H 2.04 -3.18 -1.07
H 0.59 -3.04 -0.53
O -2.87 2.34 1.54
H -3.06 1.37 1.33
H -2.29 2.15 2.28
O 1.63 3.56 0.06
H 1.24 3.48 -0.90
H 2.31 2.92 -0.19
*
```

Calculated values
SMILES string: C=CCCNCC.O.O.O.O
Molecular weight: 171.24 g/mol
LUMO level: 0.48 eV
Kohn-Sham gap: 9.78 eV
Largest force on an atom: 8.79 eV/Å
E: -596.79179 a.u.

[7]
DFT (ωB97M-V/def2-TZVPD) results for a cluster of 5 separate species, C6H21NO5 in total at a distorted geometry.

The geometry in ORCA input format:
```
! wB97M-V def2-TZVPD RIJCOSX def2/J DEFGRID3
* xyz -1 2
C 2.02 0.22 1.57
N 0.73 -0.21 0.82
C 0.55 0.16 -0.59
C -0.63 1.10 -0.81
C -2.03 0.40 -0.97
C -0.62 2.24 0.18
C 1.79 0.88 -1.18
O 2.76 0.40 -1.70
H 1.82 0.29 2.63
H 2.35 1.24 1.46
H 2.88 -0.35 1.11
H -0.07 0.01 1.38
H 0.47 -0.75 -1.19
H -0.53 1.53 -1.95
H -1.79 -0.58 -1.40
H -2.72 0.96 -1.68
H -2.58 0.03 -0.17
H -0.03 3.25 -0.27
H -1.62 2.56 0.46
H -0.08 2.12 1.12
H 1.90 2.00 -1.00
H -2.10 0.33 3.46
H -2.32 1.48 2.29
O -2.25 0.42 2.47
H 1.90 -2.81 -0.32
H 0.40 -3.38 -0.24
O 1.19 -3.25 -0.96
H 1.15 -1.72 -4.30
H 2.53 -1.02 -4.00
O 1.57 -0.83 -4.25
H -2.11 -1.80 2.03
H -2.56 -2.40 3.43
O -1.98 -2.50 2.59
*
```

Calculated values
Molecular weight: 187.24 g/mol
LUMO level (spin up / spin down): 2.86 / 2.82 eV
Kohn-Sham gap (spin up / spin down): 2.69 / 8.70 eV
Largest force on an atom: 5.75 eV/Å
E: -672.01741 a.u.

[8]
DFT (ωB97M-V/def2-TZVPD) results for a cluster of 6 separate species, C6H21NO5 in total at a distorted geometry.

The geometry in ORCA input format:
```
! wB97M-V def2-TZVPD RIJCOSX def2/J DEFGRID3
* xyz 0 1
C 2.12 0.87 1.12
C 1.05 0.19 0.32
C 0.67 -1.09 0.49
N 1.22 -1.78 1.59
C -0.46 -1.71 -0.23
C -1.74 -1.52 0.08
C -2.95 -2.28 -0.43
H 3.12 0.60 0.76
H 2.09 0.62 2.19
H 2.21 1.95 1.03
H 0.57 0.82 -0.42
H 0.91 -2.72 1.79
H 2.22 -1.66 1.69
H -0.13 -2.34 -1.04
H -1.95 -0.87 0.93
H -2.99 -3.19 0.16
H -2.75 -2.71 -1.41
H -3.73 -1.55 -0.55
O -0.59 0.64 3.11
H -1.21 0.01 2.74
H 0.24 0.37 2.68
O 1.80 -0.98 -2.62
H 1.40 -0.10 -2.77
H 1.94 -1.03 -1.67
O 0.93 1.60 -3.04
H 0.02 1.71 -2.70
H 1.42 2.17 -2.44
O -1.25 1.77 -1.39
H -1.79 0.97 -1.28
H -1.29 2.14 -0.48
O -0.87 2.69 1.25
H -0.12 3.29 1.28
H -0.71 1.98 1.90
*
```

Calculated values
SMILES string: C/C=C(N)/C=C/C.O.O.O.O.O
Molecular weight: 187.24 g/mol
LUMO level: 0.37 eV
Kohn-Sham gap: 9.01 eV
Largest force on an atom: 2.32 eV/Å
E: -672.13018 a.u.